(1)
{
  "formula": "FH2IP2",
  "method": "ωB97M-V with the def2-TZVPD basis set",
  "fmax_ev_per_a": 1.60,
  "de_lowest_kj_mol": 102.4,
  "multiplicity": 1,
  "gap_ha": 0.2943,
  "elements": ["F", "P", "P", "I", "H", "H"],
  "positions_angstrom": [[0.210, 1.937, -0.700], [0.493, 0.587, 0.199], [1.433, -0.486, -1.256], [1.865, -2.406, 0.321], [-2.033, 0.519, 0.866], [-1.968, -0.151, 0.571]]
}

=====

(2)
{
  "formula": "C20H21N3S",
  "method": "ωB97M-V with the def2-TZVPD basis set",
  "fmax_ev_per_a": 0.41,
  "smiles": "CCNN1c2ccccc2Sc2cc(C)ccc21.c1ccncc1",
  "de_lowest_kj_mol": 71.4,
  "multiplicity": 1,
  "gap_ha": 0.2961,
  "elements": ["C", "C", "N", "N", "C", "C", "C", "C", "C", "C", "S", "C", "C", "C", "C", "C", "C", "C", "H", "H", "H", "H", "H", "H", "H", "H", "H", "H", "H", "H", "H", "H", "H", "H", "N", "C", "C", "C", "C", "C", "H", "H", "H", "H", "H"],
  "positions_angstrom": [[-0.730, -2.200, 2.932], [-0.063, -2.792, 1.686], [-0.279, -2.081, 0.419], [-0.665, -0.745, 0.415], [0.303, 0.255, 0.578], [1.436, 0.048, 1.376], [2.380, 1.050, 1.526], [2.200, 2.281, 0.914], [1.064, 2.506, 0.146], [0.131, 1.494, -0.037], [-1.225, 1.739, -1.130], [-2.424, 0.760, -0.291], [-3.761, 1.122, -0.349], [-4.751, 0.304, 0.181], [-6.199, 0.705, 0.133], [-4.355, -0.890, 0.773], [-3.021, -1.245, 0.871], [-2.032, -0.415, 0.352], [-1.586, -2.790, 3.256], [-0.027, -2.166, 3.764], [-1.071, -1.181, 2.761], [-0.410, -3.813, 1.524], [1.011, -2.874, 1.864], [-0.835, -2.588, -0.249], [1.588, -0.899, 1.870], [3.257, 0.864, 2.131], [2.927, 3.076, 1.013], [0.904, 3.457, -0.345], [-4.021, 2.052, -0.839], [-6.481, 1.222, 1.053], [-6.841, -0.170, 0.049], [-6.397, 1.375, -0.701], [-5.108, -1.556, 1.179], [-2.760, -2.181, 1.339], [3.089, 1.416, -3.245], [4.251, 1.451, -3.894], [5.373, 0.737, -3.501], [5.285, -0.058, -2.369], [4.083, -0.104, -1.683], [3.018, 0.648, -2.160], [4.283, 2.085, -4.774], [6.290, 0.805, -4.071], [6.139, -0.631, -2.029], [3.964, -0.706, -0.793], [2.065, 0.631, -1.646]]
}

=====

(3)
{
  "formula": "C4H7NO2",
  "method": "ωB97M-V with the def2-TZVPD basis set",
  "fmax_ev_per_a": 0.94,
  "smiles": "NC(=O)C[C@H]1CO1",
  "de_lowest_kj_mol": 173.7,
  "multiplicity": 1,
  "gap_ha": 0.3999,
  "elements": ["N", "C", "O", "C", "C", "C", "O", "H", "H", "H", "H", "H", "H", "H"],
  "positions_angstrom": [[1.823, 0.600, 1.600], [0.629, 0.597, 0.936], [-0.082, 1.585, 0.888], [0.375, -0.598, 0.006], [-1.059, -0.783, -0.438], [-1.482, 0.179, -1.443], [-1.196, -1.166, -1.806], [1.946, 1.331, 2.287], [2.291, -0.272, 1.771], [0.931, -1.539, 0.069], [0.872, -0.091, -0.816], [-1.815, -1.250, 0.201], [-0.719, 0.894, -1.745], [-2.512, 0.512, -1.511]]
}

=====

(4)
{
  "formula": "C5H14NO",
  "method": "ωB97M-V with the def2-TZVPD basis set",
  "fmax_ev_per_a": 1.30,
  "total_charge": 1,
  "de_lowest_kj_mol": 133.6,
  "multiplicity": 1,
  "gap_ha": 0.3687,
  "elements": ["C", "C", "O", "C", "H", "H", "H", "H", "H", "H", "C", "N", "C", "H", "H", "H", "H", "H", "H", "H", "H"],
  "positions_angstrom": [[1.689, 0.321, 0.944], [0.835, 1.248, 0.481], [-0.529, 1.167, 0.892], [1.141, 2.219, -0.600], [2.706, 0.267, 0.567], [1.341, -0.339, 1.735], [-1.036, 1.931, 0.560], [2.180, 2.131, -0.947], [0.513, 2.081, -1.501], [0.958, 3.275, -0.330], [-0.776, -2.301, 0.559], [-1.260, -1.179, -0.279], [-0.628, -1.129, -1.635], [-1.322, -2.210, 1.506], [-1.045, -3.251, 0.065], [0.300, -2.189, 0.750], [-1.129, -0.215, 0.122], [-2.255, -1.327, -0.452], [0.421, -0.872, -1.506], [-1.098, -0.321, -2.205], [-0.878, -2.065, -2.150]]
}